The following is a DFT calculation (ωB97M-V with the def2-TZVPD basis set) of a molecular structure, C56H50BrN5O3P2S2Sn.

multiplicity: 1
molar mass: 1165.7 u
energy: -188593.6446 eV
orbital gap: 0.2686 Eh
charge: 0
maximum force: 0.99 eV/Å

Positions of all 120 atoms, in Å:
Sn: -2.380023 -0.927415 0.465109
C: -6.396366 1.015915 -1.255981
C: -5.594332 -0.193369 -0.874468
N: -5.181148 -0.411319 0.315404
N: -5.475301 0.448445 1.306527
C: -5.234495 0.083869 2.612161
N: -5.337418 1.133943 3.468841
S: -4.938216 -1.463063 3.076032
C: -5.234492 -1.252245 -1.852148
C: -5.938397 -1.483603 -3.027301
C: -5.580109 -2.565477 -3.818596
C: -4.532925 -3.378816 -3.423712
C: -3.870406 -3.058707 -2.246626
N: -4.210338 -2.026927 -1.491168
H: -7.220896 1.169054 -0.556050
H: -6.802449 0.929082 -2.258570
H: -5.752835 1.900644 -1.233680
H: -5.824158 1.374878 1.106637
H: -4.977925 2.015169 3.131248
H: -5.072938 0.904806 4.412697
H: -6.765414 -0.851227 -3.319002
H: -6.124724 -2.771628 -4.730745
H: -4.227690 -4.231091 -4.015386
H: -3.036240 -3.649863 -1.881716
O: -0.616374 1.248415 -3.565779
S: 0.374259 0.385860 -2.862046
C: 0.883292 -0.913174 -4.001538
C: 0.612738 -0.798589 -5.356568
C: 0.972406 -1.832773 -6.203984
C: 1.611267 -2.958380 -5.692695
C: 1.880829 -3.060949 -4.337091
C: 1.500660 -2.044262 -3.461116
P: 1.804489 -2.086686 -1.632818
C: 1.121471 -3.696879 -1.101698
C: 1.385692 -4.039325 0.228354
C: 0.830580 -5.179815 0.783844
C: -0.014176 -5.981845 0.027734
C: -0.295050 -5.640652 -1.285821
C: 0.266256 -4.500891 -1.849801
C: 3.614436 -2.429640 -1.738105
C: 4.422670 -1.341894 -2.074905
C: 5.795941 -1.484872 -2.181763
C: 6.384719 -2.719709 -1.940021
C: 5.590888 -3.802572 -1.596717
C: 4.211309 -3.661386 -1.494427
C: 1.900577 1.367765 -2.824034
C: 2.709143 1.537385 -3.941572
C: 3.734873 2.465507 -3.915913
C: 3.944701 3.231451 -2.778122
C: 3.153662 3.041067 -1.657730
C: 2.127406 2.093314 -1.651328
P: 1.017674 1.826790 -0.183372
C: 0.727306 3.602481 0.220744
C: 1.501620 4.361574 1.093013
C: 1.234300 5.713262 1.272778
C: 0.181978 6.311180 0.595214
C: -0.601427 5.557631 -0.268621
C: -0.329226 4.211060 -0.456522
C: 2.175524 1.251154 1.125196
C: 1.544800 0.391294 2.150195
C: 2.341264 0.008125 3.420741
C: 3.682760 0.604589 3.466782
C: 4.236149 1.226027 2.421698
C: 3.493652 1.512066 1.214077
H: 0.111807 0.091459 -5.720271
H: 0.760967 -1.762951 -7.263439
H: 1.901955 -3.761199 -6.358956
H: 2.400086 -3.930606 -3.951193
H: 2.022607 -3.396634 0.829307
H: 1.034218 -5.423363 1.818427
H: -0.462814 -6.861960 0.470556
H: -0.963482 -6.252431 -1.879679
H: 0.033549 -4.250112 -2.876726
H: 3.968957 -0.370957 -2.241827
H: 6.407972 -0.629373 -2.441352
H: 7.458321 -2.837397 -2.018988
H: 6.043702 -4.767669 -1.404857
H: 3.607145 -4.515271 -1.216708
H: 2.545837 0.949447 -4.832512
H: 4.349241 2.613405 -4.795123
H: 4.726287 3.981112 -2.761281
H: 3.306668 3.665723 -0.789351
H: 2.314834 3.899533 1.637913
H: 1.847294 6.294796 1.950423
H: -0.029256 7.362950 0.743811
H: -1.426817 6.022657 -0.793219
H: -0.925703 3.621468 -1.145765
H: 0.464815 0.477355 2.247259
H: 2.198683 -1.081698 5.228647
H: 4.216492 0.537090 4.408575
H: 5.246446 1.609557 2.498525
H: 4.014649 2.021916 0.417500
Br: 3.487021 -1.745105 1.312542
C: 2.015193 -1.048485 2.376242
C: 1.728881 -0.184826 4.807727
C: 0.246264 -0.339206 4.906265
C: -0.514038 -1.135279 4.161873
C: -0.052351 -2.045914 3.108827
N: 1.040966 -2.056107 2.451914
C: -1.120793 -3.054224 2.677623
O: -1.151241 -4.199047 3.068504
O: -1.986339 -2.477047 1.904914
H: 2.032121 0.663580 5.423704
H: -0.225044 0.200861 5.719060
H: -1.572634 -1.215153 4.389365
C: -3.045093 4.019394 3.463745
C: -1.833448 3.081142 3.349452
C: -1.428093 2.606788 4.752522
C: -0.665477 3.857710 2.725010
C: -2.130231 1.913679 2.494198
C: -2.288746 0.951887 1.763966
H: -2.728380 4.968644 3.899797
H: -3.812677 3.601968 4.118790
H: -3.478590 4.222310 2.482304
H: -1.376703 3.458456 5.434963
H: -0.447756 2.130932 4.716609
H: -2.144742 1.882904 5.145253
H: -0.323916 4.641219 3.406779
H: -0.972528 4.319812 1.786309
H: 0.168107 3.187505 2.516270

Cartesian forces (eV/Å) of the 3 atoms listed first:
0.523 0.027 0.547
0.024 -0.159 -0.002
-0.134 0.158 0.105

---

The following is a DFT calculation (ωB97M-V with the def2-TZVPD basis set) of a molecular structure, C56H50Cl2N6OS2SbV at a distorted geometry.

multiplicity: 1
molar mass: 1130.8 u
energy: -148801.7591 eV
orbital gap (alpha / beta): 0.1096 / 0.0954 Eh
charge: 0
maximum force: 6.34 eV/Å

Positions of all 119 atoms, in Å:
V: -0.042686 -0.626979 -1.669207
S: -4.753938 4.575835 -3.774599
N: -4.020027 3.367205 -4.653521
C: -3.350445 2.644686 -3.775666
C: -2.546718 1.493321 -4.103423
C: -2.275843 1.012888 -5.392094
C: -1.182773 0.138311 -5.618145
C: -0.537063 -0.423232 -4.567471
N: -0.828157 -0.068183 -3.297614
C: -1.774253 0.895070 -3.063920
C: -1.930931 1.309462 -1.672403
N: -1.103305 0.734058 -0.727574
C: -1.280164 0.991120 0.637763
C: -2.094928 2.087648 0.969301
C: -2.909354 2.715268 -0.012105
C: -2.835690 2.297930 -1.342385
C: -3.495678 3.012922 -2.404754
N: -4.331530 4.054388 -2.270476
H: -2.864317 1.382045 -6.219019
H: -0.898274 -0.062181 -6.646874
H: 0.266980 -1.132587 -4.710692
H: -0.824547 0.331318 1.379565
H: -2.047604 2.394983 2.001870
H: -3.597237 3.504867 0.161281
Cl: 2.500370 0.490138 -5.534562
C: 3.081637 1.324032 -4.050268
C: 4.506968 1.819245 -4.083370
C: 5.346053 1.737553 -2.058969
C: 4.493836 1.562344 -0.856972
C: 3.673798 0.462346 -0.630186
Cl: 3.167870 0.210212 0.993249
C: 2.951524 -0.375929 -1.776567
N: 1.510975 -0.237888 -1.608278
H: 4.909590 1.763319 -5.124443
H: 6.410229 1.775166 -1.918803
H: 4.511671 2.340573 -0.016042
S: -0.363609 -2.367352 -0.083375
Sb: -1.638962 -0.403074 4.399593
C: -0.265915 -1.781806 5.407576
C: 0.175112 -1.763992 6.766517
C: 1.270202 -2.545599 7.123149
C: 1.849822 -3.479208 6.264872
C: 1.437480 -3.454886 4.922906
C: 0.408936 -2.623807 4.493308
C: -3.372288 -0.758998 5.560577
C: -3.729190 -0.077557 6.690751
C: -4.743748 -0.532895 7.505196
C: -5.534425 -1.606495 7.083276
C: -5.196937 -2.299090 5.897125
C: -4.148679 -1.871231 5.117010
C: -1.050769 1.539244 5.104076
C: -0.040563 1.665551 5.992821
C: 0.056724 2.828915 6.751932
C: -0.836522 3.892481 6.567056
C: -1.867705 3.737015 5.632310
C: -1.983127 2.613848 4.841386
H: -0.295351 -1.143840 7.480006
H: 1.706368 -2.483912 8.099770
H: 2.594342 -4.198583 6.592528
H: 2.105773 -3.831947 4.134722
H: 0.138891 -2.609663 3.425865
H: -3.129206 0.863616 6.895172
H: -4.941219 -0.024943 8.466825
H: -6.239572 -2.070401 7.785999
H: -5.719095 -3.161170 5.592155
H: -3.954748 -2.399530 4.228956
H: 0.619591 0.841639 6.171474
H: 0.778726 2.874029 7.549216
H: -0.731971 4.796084 7.194208
H: -2.532660 4.556594 5.428892
H: -2.867920 2.422687 4.210369
C: -3.214484 -3.101708 -0.746012
C: -2.599586 -3.739425 -1.973772
C: -3.247682 -4.813026 -2.605942
C: -2.649486 -5.741344 -3.419519
C: -1.298810 -5.530940 -3.783143
C: -0.592212 -4.403767 -3.332750
C: 0.900582 -4.413060 -3.703649
C: -1.233322 -3.484002 -2.440120
N: -0.437817 -2.605967 -1.693682
H: -2.600187 -3.045487 0.197146
H: -4.051694 -3.801163 -0.513032
H: -3.624220 -2.130331 -1.014534
H: -4.301829 -4.904136 -2.238859
H: -3.224793 -6.568114 -3.824884
H: -0.769453 -6.304367 -4.279680
H: 0.953576 -4.795080 -4.727462
H: 1.551835 -5.088846 -3.041006
H: 1.255179 -3.378743 -3.641577
C: 4.919468 -2.125979 -2.056667
C: 3.467941 -1.879256 -1.738535
C: 3.217703 -2.638086 -0.432992
C: 3.536068 0.411713 -2.913624
C: 4.960242 0.717874 -3.047923
C: 4.908852 2.962684 -3.094002
C: 3.806451 3.787523 -2.608796
C: 2.503460 3.488967 -2.958592
C: 1.380943 4.379348 -2.400894
C: 0.699461 5.165699 -3.531278
C: 0.493426 3.298643 -1.705435
C: 2.108043 2.516475 -3.906393
O: 1.089188 2.668465 -4.624997
H: 5.244054 -3.216260 -2.109677
H: 5.608497 -1.703382 -1.305859
H: 5.143154 -1.757905 -3.071886
H: 3.057213 -2.398183 -2.609093
H: 2.134390 -2.719715 -0.164088
H: 3.720842 -2.136421 0.439903
H: 3.672417 -3.621737 -0.525974
H: 5.670704 0.017608 -3.524714
H: 5.807076 3.539461 -3.362767
H: 4.005656 4.671832 -2.004583
H: 1.776203 4.898255 -1.560310
H: 0.144324 4.443030 -4.160042
H: 1.541091 5.548602 -4.176320
H: 0.090267 6.026712 -3.205544
H: -0.017907 2.783372 -2.575199
H: -0.336601 3.570161 -1.004426
H: 1.067952 2.507014 -1.133657

Cartesian forces (eV/Å) of the 3 atoms listed first:
1.899 -5.010 3.387
0.639 -1.845 0.509
-0.047 1.051 0.862